1.
Molecular formula: C24H47FN3O19P5S
Method: DFT, wB97M-V/def2-TZVPD

XYZ file:
```
100
Properties=species:S:1:pos:R:3:forces:R:3
C -5.613 -0.814 -0.383 -0.428 -0.372 -0.401
C -5.056 0.179 -0.011 0.586 0.098 1.234
C -4.310 1.091 0.842 -0.514 -0.398 -1.345
C -4.912 1.663 1.937 0.016 0.178 0.493
C -6.378 1.310 2.127 -0.567 -0.435 -0.610
C -7.267 1.978 1.052 0.328 0.128 0.016
N -7.256 3.219 0.813 0.107 -0.187 0.258
C -4.170 2.557 2.827 0.186 -1.464 -0.625
P -4.919 3.291 4.314 0.494 2.070 0.538
O -5.287 4.674 4.023 -0.550 0.007 -0.024
O -3.788 3.328 5.491 -0.467 -1.209 -0.897
O -6.122 2.442 4.960 0.757 -0.402 -0.654
C -2.855 2.854 2.508 0.309 0.739 0.991
C -1.981 3.826 3.318 -0.238 0.148 -1.217
C -1.160 4.762 2.394 0.241 0.106 1.752
F -1.994 5.311 1.438 0.260 -0.233 -0.228
C -2.250 2.247 1.373 0.142 -1.144 -1.652
N -0.989 2.374 0.930 0.415 0.324 0.474
S -0.798 1.519 -0.393 -0.475 -0.176 -0.192
N -2.287 0.879 -0.562 0.835 0.392 0.391
C -2.950 1.351 0.482 -1.353 0.812 1.606
H -6.140 -1.692 -0.691 0.138 0.232 -0.152
H -6.825 1.557 3.090 0.240 0.182 -0.188
H -6.472 0.222 2.006 0.008 0.225 0.100
H -7.920 1.354 0.432 0.120 -0.046 0.330
H -6.584 3.669 1.446 -0.106 0.282 -0.150
H -3.268 2.513 5.412 0.181 0.152 0.443
H -5.977 1.495 4.812 -0.199 -0.024 0.336
H -1.312 3.229 3.951 0.019 0.371 0.018
H -2.597 4.507 3.908 0.043 -0.449 0.092
H -0.823 5.579 3.050 -0.015 -0.028 -0.330
H -0.268 4.283 1.991 -0.388 0.155 -0.482
C 0.908 -6.007 -0.179 0.363 -0.055 -0.469
O 0.246 -5.673 1.044 -1.520 0.195 3.338
P -0.187 -4.081 1.261 2.079 2.962 -6.410
O -0.964 -3.848 0.009 -0.140 -0.322 0.859
O 1.377 -3.574 1.161 -0.180 -0.336 0.446
C 2.333 -4.083 2.095 0.094 0.143 -0.076
O -0.642 -2.743 2.135 -0.505 -2.762 2.344
C -0.469 -1.476 1.508 0.058 0.531 -0.407
H 0.278 -6.700 -0.733 -0.111 0.096 0.064
H 1.124 -5.139 -0.796 -0.152 0.063 0.060
H 1.850 -6.501 0.069 -0.061 0.017 0.132
H 3.206 -4.425 1.541 -0.004 0.013 0.001
H 1.938 -4.921 2.671 0.046 -0.013 -0.022
H 2.631 -3.286 2.776 -0.021 0.001 0.006
H -1.183 -1.350 0.695 0.046 -0.221 -0.051
H 0.548 -1.345 1.141 -0.018 -0.113 -0.039
H -0.664 -0.711 2.262 -0.020 -0.213 0.166
C 5.746 5.958 4.268 0.449 0.277 -0.077
O 4.379 5.542 4.281 -3.425 -1.087 0.746
P 3.548 5.623 2.842 5.242 2.348 -4.789
O 4.470 4.846 1.961 -0.698 -0.212 0.608
O 3.775 7.249 2.722 -0.322 -0.234 0.475
C 3.280 8.097 3.764 0.028 0.133 -0.134
O 2.196 5.663 1.879 -1.266 -1.150 3.369
C 2.352 6.143 0.544 0.156 0.180 -0.635
H 6.365 5.099 4.520 -0.111 -0.060 -0.061
H 6.055 6.360 3.307 -0.102 -0.098 -0.058
H 5.873 6.729 5.030 -0.125 -0.043 0.020
H 4.079 8.775 4.063 -0.005 -0.001 -0.013
H 2.961 7.531 4.639 0.031 0.037 0.014
H 2.441 8.680 3.386 -0.011 -0.024 -0.003
H 2.914 5.428 -0.054 0.113 -0.006 0.156
H 2.837 7.117 0.523 0.073 -0.056 0.105
H 1.351 6.242 0.123 -0.068 -0.084 0.245
C 3.167 2.287 -5.343 0.283 0.393 -0.143
O 3.012 1.057 -4.636 -0.288 -3.686 0.699
P 3.121 1.109 -2.959 0.548 8.676 0.585
O 2.095 2.203 -2.801 -0.437 -0.993 -0.045
O 4.669 1.670 -3.071 0.114 -0.906 -0.055
C 5.677 0.815 -3.620 0.105 0.143 0.010
O 3.297 0.865 -1.302 -0.349 -3.583 -1.002
C 3.619 2.005 -0.504 0.186 0.488 0.226
H 2.233 2.501 -5.860 -0.055 -0.078 0.114
H 3.421 3.119 -4.692 -0.076 -0.069 0.080
H 3.963 2.160 -6.079 -0.017 -0.103 0.030
H 6.228 1.374 -4.376 -0.006 -0.005 0.006
H 5.253 -0.074 -4.088 0.037 0.030 -0.056
H 6.364 0.513 -2.829 -0.030 -0.013 0.014
H 2.766 2.681 -0.446 -0.019 -0.041 -0.192
H 4.491 2.532 -0.885 -0.054 -0.001 -0.055
H 3.845 1.641 0.498 -0.012 -0.213 -0.107
C -2.198 -7.332 -3.575 -0.469 0.056 -0.322
O -1.255 -8.288 -3.083 1.381 -2.789 2.218
P -0.075 -8.844 -4.152 -1.839 6.164 -6.175
O 0.380 -7.442 -4.481 0.584 -0.351 0.788
O -1.223 -9.412 -5.189 0.162 -0.775 0.700
C -2.037 -10.519 -4.784 -0.120 0.014 -0.145
O 1.163 -9.554 -5.048 0.252 -2.309 2.961
C 1.313 -9.132 -6.398 -0.034 0.183 -0.536
H -2.067 -6.409 -3.012 0.161 -0.065 0.028
H -2.081 -7.132 -4.636 0.131 -0.021 0.034
H -3.203 -7.720 -3.399 0.049 -0.052 0.053
H -3.080 -10.266 -4.972 0.014 0.005 0.004
H -1.923 -10.746 -3.723 -0.073 0.019 -0.001
H -1.771 -11.397 -5.372 0.035 0.007 0.020
H 1.693 -8.112 -6.436 -0.139 0.029 0.151
H 0.378 -9.207 -6.951 -0.031 0.044 0.069
H 2.044 -9.795 -6.861 -0.026 -0.136 0.211
```
Positions in Å, forces in eV/Å.

Summary:
- electronic energy (eV) = -129011.6324
- F_max (eV Å⁻¹) = 8.92



2.
Molecular formula: C47H69Br2Cl25INO3S
Method: DFT, wB97M-V/def2-TZVPD

XYZ file:
```
149
Properties=species:S:1:pos:R:3:forces:R:3
C 2.771 -3.713 0.875 0.388 0.636 0.430
C 2.716 -2.604 1.365 -0.793 -0.171 0.169
C 2.551 -1.234 1.980 1.066 -0.525 -0.695
C 3.743 -0.383 1.462 -0.467 0.332 -0.035
C 4.976 -0.432 2.151 0.059 -0.169 0.314
C 5.139 -1.352 3.395 -0.335 0.221 -0.316
C 4.931 -0.688 4.789 1.360 -1.376 0.118
O 3.627 -0.143 5.003 -0.002 0.917 -1.180
C 3.627 1.229 4.993 0.000 1.316 0.597
C 2.698 2.012 4.070 -0.136 -0.504 -0.603
O 4.335 1.863 5.737 0.072 -0.615 -0.223
C 6.057 0.340 1.656 -1.613 -0.339 -0.417
Cl 7.596 0.286 2.512 -0.537 0.126 -0.460
C 5.874 1.108 0.481 1.120 0.601 0.266
C 7.100 1.889 -0.039 -0.082 -0.833 -0.116
C 8.031 0.923 -0.866 0.195 0.321 -0.538
C 7.827 1.060 -2.413 -0.300 -0.686 0.319
I 9.695 1.461 -3.465 -0.659 0.103 0.245
C 4.641 1.120 -0.202 -0.593 0.017 -0.086
C 3.543 0.385 0.273 0.942 -1.012 1.472
N 2.257 0.283 -0.337 1.198 0.992 -0.785
C 1.856 1.381 -1.169 -2.040 0.788 -0.737
C 0.442 1.608 -1.290 -0.362 0.013 -0.130
C -0.525 0.706 -0.483 -0.061 0.854 -0.122
C -1.442 1.514 0.519 0.575 -1.370 1.159
C -0.758 2.780 1.093 -1.119 0.396 0.005
C -1.694 0.530 1.730 -0.200 0.020 -0.160
C -0.094 2.629 -2.130 0.484 0.614 0.001
C -1.608 2.849 -2.306 0.103 -1.532 -0.740
C -2.207 1.524 -2.966 0.468 0.594 0.323
C -3.163 1.807 -4.163 -0.929 -1.081 1.026
C -4.637 1.694 -3.607 1.320 -0.388 0.039
C -5.009 0.217 -3.284 -0.966 0.339 0.514
C -6.241 0.265 -2.295 0.922 -0.052 -0.097
C -5.746 0.200 -0.804 0.017 -0.577 -0.360
C -6.084 -1.185 -0.154 -0.318 0.537 -0.507
O -7.203 -1.033 0.720 1.005 -0.783 0.479
C -6.810 -0.648 2.045 -0.762 0.621 -0.165
C 0.798 3.466 -2.874 0.438 -0.345 0.287
Br 0.161 4.831 -4.087 -0.019 -0.658 0.601
C 2.185 3.313 -2.761 0.126 -1.468 1.205
Br 3.365 4.461 -3.793 -0.310 -1.037 0.957
C 2.689 2.239 -1.877 0.578 1.351 -0.958
S 4.470 2.048 -1.743 -0.206 -0.158 0.324
H 2.969 -4.713 0.514 -0.248 0.611 0.117
H 2.600 -1.289 3.079 -0.196 -0.065 -0.487
H 1.595 -0.784 1.670 0.417 -0.214 0.134
H 6.165 -1.773 3.381 -0.542 0.287 0.138
H 4.456 -2.220 3.332 0.340 0.447 -0.192
H 5.057 -1.501 5.534 -0.081 0.493 -0.338
H 5.754 0.026 4.963 -0.715 0.077 0.072
H 2.734 1.651 3.025 -0.020 -0.091 0.516
H 1.644 1.972 4.400 0.496 -0.001 -0.039
H 3.057 3.054 4.055 -0.298 -0.521 0.213
H 6.774 2.738 -0.668 0.256 -0.324 0.407
H 7.682 2.254 0.827 -0.459 0.018 -0.485
H 7.843 -0.133 -0.595 0.022 0.530 0.010
H 9.099 1.105 -0.638 -0.637 0.052 0.052
H 7.079 1.821 -2.686 0.677 -0.127 0.031
H 7.477 0.103 -2.837 0.244 0.523 0.092
H 2.139 -0.612 -0.809 -0.056 0.104 0.152
H -1.134 0.103 -1.185 0.247 0.321 0.466
H 0.025 -0.018 0.141 0.029 0.497 -0.477
H -2.441 1.728 0.101 0.574 0.133 -0.010
H -0.855 3.632 0.392 0.451 -0.389 0.322
H 0.291 2.631 1.402 -0.383 -0.086 -0.377
H -1.319 3.086 2.005 0.332 -0.162 -0.465
H -1.638 -0.531 1.412 -0.088 0.514 0.123
H -0.932 0.685 2.524 -0.364 -0.110 -0.457
H -2.695 0.676 2.181 0.506 0.069 -0.137
H -1.837 3.656 -3.017 0.401 -0.123 0.597
H -2.123 3.042 -1.354 0.351 0.095 -0.402
H -2.704 0.988 -2.132 -0.108 0.135 -0.775
H -1.369 0.862 -3.268 -0.414 0.478 -0.006
H -2.984 2.797 -4.615 0.081 -0.525 0.055
H -3.043 0.979 -4.893 0.052 0.765 0.038
H -4.616 2.222 -2.627 -0.376 0.025 -0.615
H -5.369 2.164 -4.291 0.239 -0.290 0.467
H -4.203 -0.312 -2.741 -0.157 0.300 -0.521
H -5.237 -0.376 -4.190 0.093 0.408 0.257
H -6.948 -0.569 -2.492 0.519 0.644 0.205
H -6.746 1.228 -2.497 -0.078 -0.592 0.198
H -6.197 1.011 -0.202 0.139 -0.493 -0.172
H -4.645 0.331 -0.742 -0.485 0.165 -0.237
H -5.199 -1.635 0.347 -0.494 0.309 0.071
H -6.393 -1.913 -0.933 0.135 0.461 0.346
H -5.722 -0.748 2.224 -0.481 -0.200 -0.073
H -7.418 -1.228 2.768 0.703 0.371 -0.548
H -7.070 0.426 2.164 0.224 -0.448 0.199
C -7.667 -2.753 5.468 -0.316 -0.087 -0.043
Cl -6.071 -1.992 5.558 0.073 -0.080 0.018
Cl -8.840 -1.699 4.665 -0.268 -0.089 0.304
H -7.577 -3.682 4.902 -0.205 0.803 0.228
H -8.014 -2.961 6.475 0.046 0.154 -0.013
C 12.106 -1.607 -3.953 -0.064 0.046 -0.027
Cl 12.678 -2.175 -5.527 -0.071 -0.011 -0.025
Cl 13.428 -1.500 -2.784 -0.054 0.017 0.075
H 11.665 -0.623 -4.074 0.128 -0.096 -0.010
H 11.362 -2.303 -3.579 0.100 -0.031 -0.022
C 1.866 5.269 6.187 0.119 -0.073 0.099
Cl 1.006 5.108 4.648 -0.041 -0.023 -0.054
Cl 1.902 6.949 6.733 0.033 -0.034 0.040
H 1.360 4.667 6.934 -0.071 0.084 -0.064
H 2.885 4.919 6.057 -0.042 0.059 -0.063
C -4.961 -4.835 3.597 0.133 0.142 -0.013
Cl -6.384 -5.391 4.491 0.435 -0.770 -0.159
Cl -4.546 -5.946 2.290 0.027 0.110 -0.031
H -5.174 -3.859 3.173 -0.087 -0.086 -0.018
H -4.123 -4.767 4.282 -0.079 -0.104 0.017
C -5.322 -4.777 -2.501 0.034 -0.112 0.096
Cl -3.739 -3.997 -2.403 -0.014 -0.013 0.031
Cl -6.517 -3.713 -3.257 -0.001 -0.098 -0.040
H -5.233 -5.682 -3.094 0.024 0.112 -0.063
H -5.656 -5.022 -1.498 0.011 0.126 -0.023
C -9.514 -1.802 -3.532 0.034 -0.091 0.009
Cl -10.372 -1.945 -5.069 0.024 -0.072 0.008
Cl -9.439 -0.124 -2.984 -0.336 -0.032 -0.038
H -10.031 -2.394 -2.784 -0.031 0.095 -0.031
H -8.498 -2.163 -3.662 -0.122 0.130 -0.055
C 5.642 -7.234 0.236 0.156 -0.008 -0.042
Cl 5.807 -5.544 0.715 -0.291 0.091 -0.045
Cl 3.992 -7.820 0.492 0.005 -0.069 -0.028
H 5.887 -7.326 -0.817 -0.102 0.057 0.028
H 6.323 -7.835 0.830 -0.098 0.048 0.068
C 2.679 6.471 1.343 0.008 0.049 0.130
Cl 3.245 7.678 0.183 0.018 0.026 0.057
Cl 2.075 5.023 0.528 -0.013 -0.109 0.030
H 3.504 6.190 1.989 0.011 -0.023 -0.117
H 1.876 6.900 1.934 -0.015 -0.017 -0.111
C -1.873 7.493 -6.743 -0.037 0.105 -0.076
Cl -2.544 7.074 -5.163 -0.067 0.084 0.005
Cl -0.755 6.250 -7.316 0.019 0.048 -0.079
H -2.686 7.589 -7.455 0.013 -0.117 0.056
H -1.339 8.434 -6.660 0.046 -0.097 0.078
C 9.881 -4.797 1.315 0.111 0.048 -0.010
Cl 8.903 -3.616 2.197 0.045 0.082 -0.012
Cl 8.943 -6.239 0.912 0.441 -0.169 -0.030
H 10.236 -4.342 0.396 -0.128 -0.008 0.013
H 10.723 -5.087 1.935 -0.119 -0.029 0.048
C -3.294 -8.553 0.031 -0.071 -0.096 0.101
Cl -2.271 -9.654 -0.897 -0.021 -0.036 0.055
Cl -3.434 -6.977 -0.761 0.041 -0.026 0.022
H -4.283 -8.988 0.124 0.039 0.028 -0.106
H -2.856 -8.412 1.014 0.067 0.055 -0.097
C -9.422 3.040 -1.084 -0.034 -0.086 0.034
Cl -7.805 3.750 -0.982 0.049 -0.074 0.041
Cl -10.564 4.144 -1.857 -0.047 -0.057 0.010
H -9.366 2.128 -1.668 0.046 0.121 -0.015
H -9.771 2.818 -0.081 0.035 0.106 -0.026
```
Positions in Å, forces in eV/Å.

Summary:
- electronic energy (eV) = -529569.4435
- F_max (eV Å⁻¹) = 2.31



E_HOMO per entry: -8.82, -8.00 eV
E_LUMO per entry: -2.7, 0.0 eV